1.
Density functional theory data (ωB97M-V/def2-TZVPD) for an isolated ion of composition C5H6NS and charge +1 at a distorted geometry.

Last column: natural (NBO) charge in e.
Cartesian coordinates (Å):
C1 -1.725 0.628 -0.016  -0.647
C2 -0.275 0.387 0.053  -0.018
C3 0.673 1.279 -0.255  -0.357
S1 2.391 0.753 0.002  0.641
N1 1.823 -0.819 0.192  -0.387
C4 1.137 -1.683 -0.491  0.328
C5 0.348 -0.941 0.438  -0.097
H1 -2.357 -0.228 -0.388  0.262
H2 -1.913 1.666 -0.409  0.261
H3 -1.882 0.546 1.098  0.248
H4 0.508 2.347 -0.449  0.282
H5 1.179 -2.442 -1.114  0.241
H6 0.092 -1.495 1.338  0.242

Calculated total energy = -646.6416 hartree
Charge = +1
Energy relative to the best compared isomer or geometry (same formula, charge and spin) = 330.0 kJ/mol

2.
Density functional theory data (ωB97M-V/def2-TZVPD) for C13H26F2N2O5S2 as an isolated structure at a distorted geometry.

Last column: natural (NBO) charge in e.
Cartesian coordinates (Å):
C1 -2.706 3.464 -1.011  -0.393
C2 -1.557 2.724 -1.169  -0.170
C3 -1.502 1.336 -1.732  -0.308
C4 -0.759 1.271 -3.124  -0.393
C5 -0.639 -0.243 -3.288  -0.243
N1 -0.763 -0.899 -1.937  -0.529
C6 -1.047 0.138 -0.864  0.298
O1 -0.020 0.282 0.013  -0.521
C7 -0.448 0.804 1.292  -0.065
C8 0.537 0.439 2.406  -0.246
C9 1.924 0.044 1.875  -0.599
C10 0.044 -0.662 3.360  -0.386
C11 -1.399 -0.509 3.876  -0.221
C12 -1.812 0.948 4.164  -0.615
C13 -1.615 -1.344 5.157  -0.599
H1 -3.439 3.174 -0.260  0.203
H2 -2.904 4.334 -1.628  0.217
H3 -0.604 3.145 -0.837  0.212
H4 -2.548 1.117 -1.986  0.207
H5 -1.453 1.784 -3.778  0.242
H6 0.163 1.832 -2.990  0.237
H7 0.256 -0.604 -3.785  0.283
H8 -1.532 -0.490 -3.857  0.213
H9 -1.654 -1.384 -2.019  0.427
H10 -0.061 -1.630 -1.738  0.494
H11 -1.977 -0.234 -0.415  0.167
H12 -1.485 0.534 1.495  0.182
H13 -0.434 1.893 1.189  0.185
H14 0.692 1.342 2.997  0.209
H15 2.504 0.913 1.573  0.217
H16 1.876 -0.710 1.095  0.224
H17 2.475 -0.397 2.708  0.215
H18 0.139 -1.628 2.854  0.206
H19 0.708 -0.680 4.227  0.209
H20 -2.061 -0.940 3.120  0.185
H21 -2.669 0.951 4.836  0.214
H22 -2.169 1.445 3.261  0.196
H23 -1.019 1.533 4.629  0.210
H24 -2.423 -0.943 5.766  0.207
H25 -0.724 -1.365 5.785  0.205
H26 -1.876 -2.367 4.882  0.211
N2 3.921 -1.806 -3.152  -1.208
S1 4.782 -1.372 -4.418  2.502
O2 4.085 -0.580 -5.383  -0.934
O3 5.711 -2.340 -4.899  -0.913
F1 5.710 -0.311 -3.687  -0.501
S2 2.806 -2.849 -3.479  2.507
O4 1.844 -2.980 -2.409  -1.003
O5 3.202 -4.061 -4.113  -0.909
F2 1.917 -2.118 -4.602  -0.530

Calculated total energy = -1992.5705 hartree

3.
Density functional theory data (ωB97M-V/def2-TZVPD) for one molecule with the formula C4H5BrN2O2 at a distorted geometry.

Last column: natural (NBO) charge in e.
Cartesian coordinates (Å):
C1 1.613 0.154 -1.049  -0.348
C2 0.955 -0.698 -1.732  -0.084
C3 -1.168 0.621 0.718  0.730
C4 1.268 0.327 0.478  -0.259
N1 -0.148 -0.261 0.699  -0.010
N2 -2.367 -0.063 0.799  -0.847
O1 -1.012 1.832 0.810  -0.609
O2 -0.287 -1.491 0.413  -0.339
Br1 1.028 -1.712 -3.156  0.218
H1 2.211 0.946 -1.504  0.238
H2 2.037 -0.216 0.950  0.219
H3 1.309 1.372 0.938  0.258
H4 -2.130 -1.038 0.611  0.411
H5 -3.310 0.226 1.025  0.422

Calculated total energy = -2989.2446 hartree
Energy relative to the best compared isomer or geometry (same formula, charge and spin) = 573.2 kJ/mol